Formula: C3H5N2
Source: OMol25
Level of theory: ωB97M-V/def2-TZVPD

Geometry as XYZ:
```
10
Properties=species:S:1:pos:R:3:forces:R:3
N 1.0035 0.7966 0.1351 1.8049 0.4146 -2.9041
N 0.5028 1.7193 2.0640 0.9807 3.5487 4.7509
C -0.7516 -0.0321 0.7312 0.8409 -3.6181 0.6142
C 0.3540 -0.3366 -0.4004 -0.3228 -3.3967 -0.7549
C 0.1620 1.0569 1.1250 -1.0515 -2.6051 -1.8152
H 1.8390 1.2827 -0.1344 0.7071 0.3141 -0.1266
H 0.0122 -0.4001 -1.5368 0.8317 0.7620 2.2269
H -1.0390 -0.8452 1.4769 0.5564 1.2939 -0.9727
H -1.5562 0.3528 0.2441 -2.7305 0.9823 -1.1151
H 1.0409 -1.3441 -0.2974 -1.6169 2.3044 0.0966
```
Forces are in eV/Å.

Values from the calculation:
highest occupied orbital energy (alpha / beta): -0.606 / -0.612 Eh
net charge: +1
gap between HOMO and LUMO (alpha / beta): 7.4 / 9.5 eV
max |F|: 6.01 eV Å⁻¹